{
  "formula": "C89H211N7O33",
  "method": "the ωB97M-V functional and the def2-TZVPD basis",
  "spin_multiplicity": 1,
  "e_homo_ev": -7.63,
  "largest_force_ev_per_a": 6.2,
  "lumo_energy_ev": -0.1,
  "homo_lumo_gap_ev": 7.530,
  "charge": 0,
  "symbols": ["H", "H", "H", "H", "H", "H", "H", "H", "C", "C", "C", "C", "N", "C", "C", "H", "H", "C", "H", "H", "H", "H", "H", "C", "O", "H", "C", "O", "H", "C", "H", "H", "H", "H", "H", "O", "O", "O", "H", "C", "O", "H", "O", "H", "H", "H", "C", "H", "H", "H", "H", "C", "H", "H", "H", "H", "O", "C", "H", "H", "C", "C", "H", "C", "O", "H", "C", "H", "H", "H", "H", "C", "H", "H", "H", "H", "C", "H", "C", "H", "N", "H", "H", "C", "H", "C", "H", "H", "H", "C", "H", "H", "H", "H", "O", "O", "H", "C", "H", "H", "H", "O", "C", "H", "O", "O", "H", "H", "H", "H", "C", "C", "H", "H", "C", "H", "H", "H", "C", "H", "N", "N", "H", "C", "O", "C", "C", "H", "H", "H", "H", "H", "H", "H", "H", "H", "H", "C", "O", "C", "C", "H", "H", "H", "H", "H", "N", "O", "C", "H", "O", "H", "C", "H", "H", "C", "C", "H", "H", "O", "C", "O", "C", "H", "H", "H", "H", "H", "H", "H", "H", "H", "C", "H", "H", "H", "H", "H", "C", "H", "H", "C", "C", "H", "C", "H", "H", "H", "H", "C", "H", "H", "H", "H", "H", "C", "C", "H", "O", "H", "H", "H", "H", "H", "H", "O", "H", "C", "H", "H", "C", "H", "C", "H", "H", "C", "H", "H", "H", "O", "H", "C", "C", "H", "C", "H", "C", "H", "H", "C", "C", "C", "H", "H", "H", "H", "H", "O", "C", "H", "C", "H", "H", "O", "O", "C", "C", "H", "O", "H", "H", "C", "H", "O", "N", "C", "H", "H", "H", "H", "H", "H", "H", "H", "C", "H", "H", "C", "C", "H", "C", "O", "H", "H", "H", "C", "H", "H", "H", "H", "H", "H", "C", "C", "H", "H", "O", "H", "H", "C", "H", "H", "H", "C", "H", "H", "C", "C", "C", "H", "H", "H", "O", "H", "H", "H", "C", "C", "C", "C", "H", "H", "H", "C", "H", "H", "H", "H", "C", "H", "H", "H", "H", "C", "O", "H", "H", "C", "H", "C", "N", "H", "H", "H", "C", "H", "H", "H", "H", "O"],
  "xyz": [[-8.39144, -4.55764, -0.32487], [4.15358, -8.07692, -1.01961], [-3.70159, -9.43921, 6.04501], [2.73290, 7.95716, 3.09267], [-3.05414, -8.25557, 7.06887], [-0.73190, -7.26565, 6.47224], [1.79827, 4.07113, 0.09186], [-4.70984, -1.27081, -2.70016], [-0.96715, -8.10092, 5.81263], [-3.40821, -8.38943, 6.04670], [0.32435, 1.21860, 1.19307], [-3.87119, -1.95259, -2.55896], [-2.52468, -6.70507, 4.40221], [5.47586, -1.13970, 1.86745], [-5.80927, 5.24155, -1.06106], [3.60559, -5.90071, -3.18964], [-2.05067, -10.17943, 4.15695], [2.28975, -4.56340, -6.64242], [-2.86200, -7.53371, 1.66935], [0.20228, -4.84443, -4.70005], [4.48146, 7.34782, 2.03240], [-2.39241, -4.18371, 2.97111], [-5.40319, 5.93175, -1.80053], [-3.00686, 0.40846, 5.64072], [1.36480, -2.75661, 6.20467], [-0.99470, -2.79067, -3.97163], [2.70700, 6.17566, 2.42334], [2.83315, 8.11966, 1.05974], [2.06271, -0.25525, -2.58132], [3.50636, -0.67184, -6.41200], [3.67660, 3.13487, 6.21106], [-1.13302, 2.71159, -5.99102], [2.55820, -4.79687, -7.67273], [7.66655, -1.28751, -3.38856], [-2.03991, -0.38916, 7.09639], [-3.03871, -0.94970, 3.66462], [-2.45085, 6.94564, -0.21754], [3.75833, 3.47640, -1.96701], [2.48251, -5.48428, -6.09203], [3.30228, -6.76310, -2.59601], [-7.34423, 1.73384, 0.60126], [-3.06983, 8.53934, 2.00040], [2.57884, 7.10524, 3.50752], [-4.00218, -0.06524, -5.41187], [1.91800, 8.90318, -2.12937], [2.43676, 7.75460, 6.54345], [2.09129, -6.29767, -1.81795], [0.55674, -3.15532, 6.53584], [5.76053, 2.26087, 6.30972], [1.38093, 2.91822, 9.04885], [5.81555, -0.96572, -3.02043], [-0.32227, -5.86816, 3.33509], [1.53282, -3.72479, -2.28439], [-2.74546, 5.58232, 1.22315], [5.23483, 4.41356, -3.13571], [-0.45670, -8.81824, 2.91647], [5.76382, 3.19956, 6.10859], [-8.44640, 4.50350, 0.83660], [0.24278, -5.61193, -8.07230], [-2.66593, -1.90422, -7.79573], [-2.35633, -9.15467, 3.94592], [-0.53456, 3.60168, -5.79693], [7.02023, 2.29818, -1.62164], [0.12440, 0.41543, -1.71670], [3.78727, -4.59459, 1.11385], [4.20567, -2.03098, -4.78776], [-0.05240, -5.36628, -7.05219], [6.23524, 1.21747, -0.47691], [-7.54595, 2.21745, 1.40564], [3.60135, -0.48230, -4.24170], [-1.85578, 5.47651, 5.99986], [0.39868, 6.89303, 7.98568], [-0.77934, 3.98932, 4.09502], [1.60967, 3.84594, -6.08804], [-3.66413, -2.55201, -3.44548], [-3.17977, -1.76091, 0.25974], [5.72508, -5.10066, -1.27973], [-1.63847, 2.48322, 0.23685], [0.80063, 3.17246, -6.37083], [-2.80666, 7.31327, 3.91048], [0.99107, 5.23766, 6.07621], [-3.62087, -5.41786, 2.64086], [8.12684, -0.53446, -1.91133], [-2.95713, -3.99503, -1.35263], [3.86832, 6.40307, 0.66157], [-1.88477, -7.51917, 2.15195], [5.08846, 2.71586, -3.44119], [-2.65642, -1.67973, 4.15707], [2.85646, 4.62601, -4.29414], [0.73968, -4.15839, -6.65664], [5.87211, 3.28463, 3.21188], [-4.10827, 3.51313, 1.90585], [1.31455, -4.30724, 0.96992], [-9.17551, 3.95594, 1.43382], [7.81875, 1.81868, 1.47783], [1.85489, 8.14016, -1.55021], [-3.98436, 4.41833, -0.59950], [-6.00066, -5.57625, -0.26085], [-8.95874, 5.41321, 0.52347], [2.38169, 8.02738, 0.21756], [-0.33299, 6.45258, 8.66299], [4.27138, -1.75208, -0.20080], [-2.50409, 0.29480, 4.23731], [1.54777, 6.18006, 4.66434], [3.09881, -0.82587, 4.51133], [4.92827, 3.36460, 3.05577], [-4.62914, 3.60466, -1.94796], [1.76614, -0.23276, 5.94764], [1.36147, -2.57683, 4.06362], [2.11406, 5.40375, 9.35015], [-0.80439, 3.14535, 0.00447], [-2.57678, -5.14393, 2.48936], [5.32976, -0.59478, 2.80010], [-0.99587, 0.05187, -7.57429], [-6.32832, -3.25128, 0.64109], [-1.12999, -7.45864, 1.36790], [3.37294, 6.90793, 7.88666], [1.64962, -7.17301, -1.34171], [-4.92100, 4.01010, -0.97918], [-5.66204, 4.34365, 1.80479], [0.62111, -2.92572, -7.52222], [0.90639, 1.65701, -1.21848], [0.96585, 5.60725, -2.17948], [6.78439, 2.15469, -0.56718], [7.99444, -2.70592, -0.32812], [2.33961, -5.11058, -0.80595], [-0.67961, 0.13660, 0.74935], [4.28232, 0.14805, 0.60723], [5.69371, 2.98608, 0.78378], [-0.23688, -5.35473, 4.29280], [2.01213, 2.82543, -2.05414], [-0.45394, 2.50018, 7.52421], [8.94734, -2.84806, -2.23246], [-4.09455, 0.34548, 5.67346], [0.22983, -4.54845, -0.38143], [6.32775, -7.38819, 0.11431], [-2.32213, -3.53135, -7.52879], [2.69024, 6.81883, 7.04163], [3.45351, 0.73088, -6.58467], [8.15291, 2.13648, 0.12687], [-2.45711, 6.63322, 1.19949], [8.61930, -3.37287, -0.03433], [-0.76152, -0.54355, 1.59716], [3.30115, 5.31811, 2.73907], [3.34534, -3.79606, -2.21227], [1.40611, -6.03387, -2.62358], [-6.92295, 2.72362, -0.18103], [-1.01849, 5.89359, -2.35073], [0.48809, 2.27828, 0.09314], [-0.12893, 7.48268, 7.23598], [-2.63638, -0.71495, 6.41838], [0.88785, 7.74514, 8.45763], [4.51219, 3.59796, -3.16207], [1.12079, 2.46859, 6.88490], [-4.25670, -7.72440, 5.88581], [2.41322, -3.80984, -1.64741], [-5.45636, 2.97085, 0.08262], [-1.85002, -2.71439, -9.05666], [5.52932, 0.40099, -5.18007], [0.96603, -3.15790, -8.83239], [1.45817, 5.92587, 7.32697], [-2.81430, -5.62911, 5.25425], [-0.57917, -2.05506, -7.33955], [-0.91582, -1.18225, -0.88176], [-4.09972, 0.57030, -7.47344], [2.85665, -3.78702, -6.12865], [8.73860, 1.38164, -0.39781], [-6.27621, -5.71906, 0.78403], [2.95201, 2.91122, -4.31316], [-0.88030, 4.00860, 0.66562], [6.88351, -1.30551, 0.65704], [0.54495, 6.67591, -3.53518], [4.30118, 2.71640, 4.19541], [1.34968, 0.10700, 4.35253], [0.62795, -1.29261, -3.02875], [3.05884, -7.62388, -3.21881], [1.92671, 1.56489, -5.97828], [-2.91896, 1.38144, 6.12414], [-1.49209, 4.72565, 6.70132], [0.76006, -1.07905, -0.23090], [-1.79109, -1.18419, -5.76427], [-7.20618, 4.77512, -1.43043], [-3.87306, 1.00722, -5.55765], [-0.23350, 3.11344, -3.79235], [-1.87921, -2.63832, -7.96971], [-2.84172, 1.17936, 3.69726], [-7.77141, 5.70361, -1.51118], [-5.86319, 5.81243, -0.13408], [7.45161, -3.58172, -2.26975], [-0.08046, 4.17251, 6.22619], [5.49149, -4.67354, -2.25497], [-3.63257, 2.00739, -0.41124], [5.46697, -2.21575, 2.04104], [3.22946, 2.66017, 4.00471], [-7.02923, -2.44161, 0.43792], [-2.29116, -8.03256, 5.05367], [-4.47473, 1.99199, -4.60043], [1.54656, 3.39648, 1.65479], [1.06470, 1.93206, -5.76917], [-4.93302, 1.07224, -0.96405], [2.84988, 4.47308, 8.15460], [5.24201, -7.32770, -2.16296], [4.35443, 1.01010, -6.76348], [5.96357, -4.19082, -0.72891], [4.75591, 4.74201, -5.45211], [-0.58853, 3.83294, -4.31949], [4.70450, 1.70635, 4.12311], [4.44886, 3.47841, 5.52281], [8.64206, 3.10884, 0.18474], [1.74620, 5.85456, 2.02100], [7.54960, -1.36967, -2.30797], [-0.85720, 2.50751, 5.04678], [-0.91925, -3.05019, -5.02759], [-6.69289, -3.85741, 1.47041], [-0.06267, -5.20591, 2.50917], [-0.13184, -0.52015, -0.51419], [-4.43083, 7.56299, 1.65846], [-0.08254, 1.58730, 2.13467], [-2.79757, 0.96308, -5.38598], [-3.59324, 7.07468, 3.41451], [2.45306, -0.95230, -6.41161], [-4.10578, -2.91735, -1.42188], [-0.36901, -0.73031, -8.00248], [-0.96611, 4.49429, -6.24983], [3.57374, 3.80626, -4.33440], [-8.27986, -3.14010, -1.31249], [4.20141, -0.88035, 0.95929], [-9.99876, 3.78096, -1.33949], [-3.38724, -9.34765, 3.64911], [1.64157, 3.12191, 0.60423], [-6.33359, -4.12270, -0.60025], [4.18306, -0.96747, -5.02549], [-4.06803, 1.78912, -3.60970], [0.66528, 3.10739, 4.41331], [-9.45903, 2.23094, -0.72992], [-1.64216, -9.64796, 1.93721], [2.31422, -2.94993, -0.98495], [5.48436, -0.48174, -4.80543], [-1.52260, -8.87409, 2.69546], [-1.13002, -5.22178, -6.97493], [-9.12028, 3.14871, -1.21058], [5.09143, -1.55706, -0.66025], [-6.01209, 1.54644, -3.50171], [6.65003, -0.65664, 1.32491], [4.28489, 3.91125, -5.54995], [0.30278, 6.40809, -2.50672], [1.78287, -0.68919, 4.95794], [-2.53144, -4.05661, -2.35418], [5.96120, 3.20621, -0.11154], [-5.63748, 2.79331, 2.23775], [-4.70070, -1.19816, -0.25982], [0.98538, -0.30431, -2.73962], [6.10312, -6.12578, 1.19922], [-5.48225, -4.28801, -2.87644], [3.55159, -5.32268, -0.01498], [4.38207, -7.13647, -1.52105], [-4.96189, -5.90042, -0.32383], [0.30390, -6.75671, 3.41568], [-8.01349, -4.75383, -1.95847], [3.24063, -1.07940, 1.43403], [-1.46591, 0.06669, -3.24425], [-6.57010, -6.30260, -0.84073], [-1.12931, 1.75130, -2.94548], [-0.60752, -0.67977, -9.06486], [0.37600, -3.89263, -5.20204], [2.52338, 2.48149, 0.62384], [-4.42760, 1.14116, 0.78938], [7.95554, -2.74084, -1.79321], [3.58392, 7.05461, 1.48783], [-0.03729, -1.95123, 5.01325], [1.10388, -4.96032, 0.12304], [-3.97030, 1.35996, -6.94306], [-4.37244, -3.73647, 1.29313], [-1.67771, 0.48489, 0.48366], [1.88880, -2.92890, -8.96527], [4.78470, -6.02507, -0.54368], [1.21371, 0.62755, 1.41168], [1.12345, -3.28371, -4.69348], [-1.40461, 6.75165, 1.45701], [-4.89999, -2.15788, 1.90368], [-1.84625, -3.60210, -5.18309], [4.34477, 3.05866, -1.33204], [-0.87568, -1.77175, -5.83429], [0.37483, 3.16212, 7.27305], [0.37278, 7.35019, -0.51182], [-0.08921, -8.27674, 5.19101], [-5.83970, 1.82371, -4.40448], [-1.61223, 5.10195, 7.71722], [4.40520, 4.56747, 5.51088], [-5.12589, 3.43753, 1.52265], [7.58573, 0.89117, 1.56168], [4.76637, -7.27910, 1.12124], [3.99713, -1.12969, -7.27085], [-3.43429, 7.51668, 2.09761], [-8.79160, 2.76261, -2.17547], [-2.34418, -5.13378, 1.42452], [0.88608, 3.76680, 8.57648], [-4.13340, -2.11948, -0.12771], [-4.90164, -2.81868, 1.03682], [4.16319, -3.81970, 0.68980], [0.68127, -0.44075, -7.96826], [-1.00899, 3.56318, -0.98126], [6.19205, -1.13771, -2.15425], [0.26216, -6.18179, -6.40097], [-2.02320, 6.25379, -0.72750], [-4.10449, 3.01042, -4.71797], [0.51512, 7.67020, -1.54402], [5.53182, -6.77256, 0.53335], [1.04716, -2.04973, 4.96444], [-0.27580, 3.41256, 4.87085], [0.95508, 0.32545, -3.62878], [-0.15680, 8.52754, -1.58380], [-3.30896, -4.91214, -0.88016], [-1.22064, 0.78067, -2.45800], [-1.42193, 0.16446, 4.23104], [0.08430, 3.91120, 9.30064], [3.64439, -1.11035, 5.24822], [-5.87796, -3.66290, -3.48819], [-7.93803, 3.77911, -0.44373], [-0.99263, 5.03873, -2.78678], [-2.31704, 4.01535, 6.64638], [0.94946, -5.90511, 0.64423], [-2.05413, 0.78831, -1.75562], [-7.79809, -4.09773, -1.11512], [1.10038, 2.58889, -2.23955], [-2.99821, -1.36225, -2.28055], [-0.05518, -1.19852, -5.40269], [1.89767, 4.95242, 8.38186], [-3.76582, -5.70778, 5.35437], [-1.78502, -6.29010, 3.17166], [-5.43368, -3.59611, -1.69547], [6.65159, -5.58230, -1.59230], [-2.15482, -3.59690, -0.73143], [0.64513, 3.01204, -7.43769], [-4.63763, 1.69944, -0.12294], [-7.73345, 4.78856, 1.61026], [-7.06469, 4.35719, -2.42714], [3.34435, 6.34949, 6.30681], [-0.96966, -9.02719, 6.38718], [0.70333, 6.06049, 5.10505]]
}